57
Properties=species:S:1:pos:R:3:forces:R:3:nbo_charge:R:1 method="wB97M-V/def2-TZVPD" e_lumo_ev=0.2 smiles="CCn1cc(C(=O)O)c(=O)c2cc(F)c(N3CCN(C(=S)NC(=O)c4ccccc4Br)CC3)cc21" gap_ev=8.544 total_charge=0 total_energy_ha=-4519.87704
C 0.584 -3.779 3.292 -0.0557 0.0227 -0.2384 -0.620
H 0.539 -2.796 3.755 -0.0115 0.0733 0.0772 0.214
H -0.273 -4.361 3.617 -0.0889 -0.0542 0.0810 0.219
H 1.490 -4.274 3.631 0.0747 -0.0490 0.0552 0.217
C 0.590 -3.665 1.769 -0.3089 -0.2057 0.4454 -0.204
N 1.719 -2.885 1.298 0.1622 -0.1763 -0.2036 -0.379
C 2.831 -3.532 0.917 0.4286 -0.0449 -0.1956 0.151
C 3.982 -2.942 0.488 0.0914 0.1882 -0.0274 -0.373
C 4.088 -1.487 0.417 -0.1433 -0.1908 0.0689 0.589
O 5.067 -0.862 0.053 -0.0519 0.1834 0.0055 -0.588
C 2.851 -0.812 0.856 -0.2664 0.1150 0.1169 -0.249
C 2.818 0.581 0.838 -0.2700 -0.0055 0.0812 -0.143
C 1.705 1.274 1.230 0.3280 -0.1501 -0.1095 0.305
C 0.544 0.623 1.692 0.2578 -0.2396 0.1179 0.161
C 0.595 -0.773 1.717 -0.0786 -0.0009 -0.0498 -0.327
C 1.707 -1.500 1.294 0.2960 0.6737 -0.1712 0.268
H -0.265 -1.290 2.101 -0.0973 -0.0714 0.0708 0.218
N -0.595 1.252 2.136 -0.0097 0.1647 -0.1742 -0.421
C -0.693 2.674 2.349 0.0188 0.3897 -0.0199 -0.222
H -1.344 2.841 3.213 0.0862 0.0452 -0.0631 0.197
H 0.277 3.099 2.589 -0.1466 -0.0195 0.0139 0.246
C -1.268 3.361 1.101 0.3510 0.2295 0.2419 -0.241
N -2.405 2.591 0.622 0.2266 0.1371 -0.2700 -0.423
C -2.765 2.550 -0.673 -0.5439 -0.2182 -0.1456 0.308
S -3.920 1.525 -1.260 -0.3682 -0.2935 -0.0846 -0.201
N -2.159 3.490 -1.491 0.1098 0.5720 0.7806 -0.660
C -1.940 3.442 -2.851 -0.0466 -0.0935 -0.0920 0.696
O -1.606 4.443 -3.439 -0.0494 0.0325 -0.0337 -0.551
C -2.088 2.126 -3.533 0.2490 -0.2502 -0.4355 -0.216
C -1.349 0.996 -3.197 0.0876 0.1486 0.0489 0.076
C -1.468 -0.178 -3.916 0.0527 -0.0102 0.0706 -0.279
C -2.337 -0.235 -4.992 -0.0218 0.0046 0.0432 -0.187
C -3.065 0.885 -5.356 -0.0386 0.0688 -0.0036 -0.210
C -2.929 2.060 -4.640 0.1519 0.0335 0.0935 -0.144
H -3.483 2.943 -4.917 -0.0505 0.0760 -0.0392 0.229
H -3.735 0.846 -6.200 -0.0628 0.0000 -0.0786 0.220
H -2.435 -1.155 -5.547 -0.0071 -0.0782 -0.0586 0.220
H -0.884 -1.042 -3.634 0.0450 -0.0274 0.0219 0.228
Br -0.124 1.018 -1.737 0.0627 -0.1338 -0.1030 0.039
H -1.912 4.384 -1.080 0.0857 -0.1532 -0.1315 0.418
C -2.952 1.657 1.576 -0.1682 -0.2766 0.2883 -0.245
H -3.810 1.161 1.120 0.1381 0.0901 0.1519 0.272
C -1.887 0.615 1.943 -0.2963 -0.1187 0.0357 -0.219
H -2.203 0.085 2.851 -0.0647 -0.0643 -0.0951 0.193
H -1.810 -0.101 1.120 -0.0364 0.0141 0.0377 0.219
H -3.294 2.208 2.456 0.0059 -0.0358 -0.0289 0.197
H -0.492 3.386 0.331 -0.0927 0.0241 0.0535 0.230
H -1.569 4.387 1.345 0.0721 0.0082 -0.0093 0.198
F 1.757 2.629 1.132 -0.1087 -0.0346 0.0033 -0.338
H 3.689 1.110 0.485 0.0924 0.0684 -0.0419 0.254
C 5.076 -3.855 0.112 -0.0154 -0.6873 0.0308 0.784
O 4.987 -5.064 0.183 -0.0221 -0.0314 0.0066 -0.634
O 6.180 -3.251 -0.314 0.3586 0.4451 -0.1481 -0.649
H 6.855 -3.910 -0.542 -0.3296 -0.1717 0.1246 0.496
H 2.800 -4.614 0.952 -0.0525 -0.0096 0.0140 0.237
H -0.337 -3.215 1.408 0.0915 -0.0760 -0.0670 0.207
H 0.666 -4.663 1.331 -0.0204 0.1640 -0.0621 0.215